Density functional theory data (wB97M-V/def2-TZVPD) for an isolated molecule of C18H15ClO3S at a distorted geometry.

Structure (ORCA input):
```
! wB97M-V def2-TZVPD RIJCOSX def2/J DEFGRID3
* xyz 0 1
O 2.084 -1.284 -0.861
C 1.537 -0.333 -1.382
O 1.770 0.165 -2.633
C 0.953 1.372 -2.786
C 0.584 1.860 -1.404
C 1.566 2.886 -0.841
C 1.029 3.804 0.076
C 1.926 4.721 0.673
C 3.263 4.728 0.331
Cl 4.359 5.753 1.229
C 3.759 3.828 -0.609
C 2.921 2.898 -1.192
C 0.561 0.563 -0.616
C -0.896 -0.008 -0.630
O -0.994 -1.152 0.178
C -2.181 -1.853 0.200
S -3.505 -1.255 -0.658
C -2.356 -3.065 1.032
C -3.599 -3.749 1.121
C -3.745 -4.885 1.921
C -2.660 -5.386 2.624
C -1.420 -4.794 2.510
C -1.270 -3.614 1.751
H 0.061 1.134 -3.349
H 1.523 2.166 -3.318
H -0.353 2.375 -1.475
H -0.026 3.746 0.350
H 1.644 5.433 1.414
H 4.792 3.856 -0.866
H 3.279 2.097 -1.861
H 0.931 0.692 0.383
H -1.221 -0.163 -1.642
H -1.551 0.776 -0.254
H -4.461 -3.315 0.614
H -4.672 -5.420 2.048
H -2.773 -6.283 3.209
H -0.567 -5.200 3.008
H -0.290 -3.093 1.704
*
```

Output
Energy (Eh): -1779.0035
SMILES: O=C1OC[C@H](c2ccc(Cl)cc2)[C@H]1COC(=S)c1ccccc1
Kohn-Sham gap (eV): 8.309


Density functional theory data (wB97M-V/def2-TZVPD) for C18H15N3NiO2S2 as an isolated structure at a distorted geometry.

Structure (ORCA input):
```
! wB97M-V def2-TZVPD RIJCOSX def2/J DEFGRID3
* xyz -2 3
Ni 0.095 1.369 -0.744
S 0.077 -0.422 -1.975
C 1.626 -1.020 -1.449
C 2.775 -0.220 -1.444
C 3.978 -0.666 -0.854
C 5.150 0.175 -0.622
N 6.183 0.706 -0.527
C 4.108 -1.966 -0.264
C 2.945 -2.783 -0.255
C 1.735 -2.317 -0.757
S 0.326 -3.335 -0.528
C 5.358 -2.464 0.151
N 6.403 -2.968 0.360
H 2.811 0.803 -1.926
H 3.040 -3.728 0.176
O 1.784 4.754 0.320
C 1.117 3.729 0.140
O 1.550 2.580 -0.316
C -0.378 3.803 0.285
C -1.068 5.019 0.283
C -2.412 4.970 0.598
C -2.979 3.744 0.981
C -2.279 2.535 0.679
N -1.024 2.580 0.268
H -0.533 5.908 0.029
H -3.000 5.896 0.538
H -3.936 3.579 1.473
H -2.677 1.525 0.857
C -2.679 -2.807 -0.974
C -2.141 -2.895 0.464
C -3.130 -2.117 1.296
C -0.708 -2.327 0.549
H -3.722 -3.107 -0.909
H -2.155 -3.458 -1.649
H -2.577 -1.764 -1.308
H -2.131 -3.960 0.776
H -3.690 -1.302 0.702
H -2.810 -1.628 2.204
H -3.949 -2.799 1.602
H -0.311 -2.368 1.597
H -0.773 -1.253 0.176
*
```

Output
Energy (Eh): -3314.3576
Kohn-Sham gap (alpha / beta) (eV): 2.749 / 5.435
⟨S²⟩: 2.022


Density functional theory data (wB97M-V/def2-TZVPD) for C18H16AuF2N2PS4 as an isolated structure.

Structure (ORCA input):
```
! wB97M-V def2-TZVPD RIJCOSX def2/J DEFGRID3
* xyz 0 3
Au -0.279 0.471 -0.365
N 2.094 -1.297 1.534
P 2.050 -0.685 -0.050
C 3.747 -0.074 -0.301
C 4.818 -0.959 -0.434
C 6.105 -0.474 -0.590
C 6.329 0.897 -0.626
C 5.268 1.780 -0.505
C 3.976 1.299 -0.340
C 2.045 -2.173 -1.090
C 2.183 -3.468 -0.601
C 2.161 -4.548 -1.473
C 1.998 -4.341 -2.833
C 1.846 -3.052 -3.326
C 1.864 -1.974 -2.458
C 1.212 -0.959 2.562
C 1.326 -1.565 3.818
C 0.415 -1.216 4.793
C -0.584 -0.292 4.502
C -0.613 0.247 3.232
N 0.272 -0.070 2.288
H 2.910 -1.814 1.828
H 4.639 -2.029 -0.441
H 6.934 -1.162 -0.694
H 7.335 1.274 -0.756
H 5.443 2.847 -0.537
H 3.150 1.987 -0.226
H 2.283 -3.643 0.463
H 2.264 -5.554 -1.085
H 1.974 -5.185 -3.510
H 1.697 -2.888 -4.385
H 1.720 -0.969 -2.840
H 2.103 -2.294 4.008
H 0.476 -1.667 5.775
H -1.317 -0.003 5.241
H -1.368 0.971 2.946
S -2.675 1.407 -0.826
S -2.628 3.321 -0.407
S -0.809 3.779 0.506
S 0.602 2.728 -0.499
F -1.527 -1.884 -1.594
C -1.102 -1.475 -0.349
F -2.220 -1.514 0.458
H -0.440 -2.268 0.017
*
```

Output
Energy (Eh): -3074.5632
Energy relative to the best compared isomer or geometry (same formula, charge and spin) (kcal/mol): 1.0
Kohn-Sham gap (alpha / beta) (eV): 7.076 / 6.006
⟨S²⟩: 2.012


Density functional theory data (wB97M-V/def2-TZVPD) for C18H16BrKN4O3Te as an isolated structure at a distorted geometry.

Structure (ORCA input):
```
! wB97M-V def2-TZVPD RIJCOSX def2/J DEFGRID3
* xyz -2 1
K 0.474 -0.230 -0.653
Br -5.210 4.801 -1.212
C -3.955 3.340 -1.398
C -3.880 2.674 -2.606
C -2.937 1.654 -2.702
C -2.057 1.271 -1.664
O -1.141 0.392 -1.909
C -2.228 1.937 -0.374
C -1.560 1.666 0.867
N -0.754 0.664 1.175
C -0.168 0.562 2.397
C -0.340 1.490 3.472
C 0.460 1.445 4.590
C 1.486 0.511 4.706
C 1.657 -0.471 3.713
C 2.719 -1.417 3.748
C 2.869 -2.322 2.688
C 1.905 -2.399 1.724
N 0.782 -1.598 1.745
C 0.746 -0.519 2.609
C -3.169 2.997 -0.323
H -4.519 2.936 -3.439
H -2.829 1.121 -3.641
H -1.823 2.398 1.636
H -1.105 2.251 3.401
H 0.305 2.168 5.387
H 2.141 0.507 5.572
H 3.437 -1.377 4.560
H 3.729 -2.978 2.632
H 1.946 -3.126 0.924
H -3.283 3.534 0.611
C 3.369 -1.126 -4.051
O 2.129 -1.802 -4.201
C 1.399 -1.899 -3.047
O 1.812 -1.493 -1.983
N 0.258 -2.584 -3.294
N -0.906 -2.504 -2.496
H 3.933 -1.324 -4.960
H 3.909 -1.487 -3.176
H 3.211 -0.052 -3.941
H 0.059 -2.699 -4.273
H -0.697 -2.820 -1.546
H -1.193 -1.521 -2.387
Te -0.981 -2.570 1.120
*
```

Output
Energy (Eh): -4582.1980
Kohn-Sham gap (alpha / beta) (eV): 3.229 / 2.495


Density functional theory data (wB97M-V/def2-TZVPD) for a 2-piece molecular cluster, C18H16Cl2F13IN overall at a distorted geometry.

Structure (ORCA input):
```
! wB97M-V def2-TZVPD RIJCOSX def2/J DEFGRID3
* xyz 1 1
F -1.917 1.367 4.332
C -2.832 1.070 3.168
F -2.734 2.234 2.257
F -4.179 0.863 3.769
C -2.233 -0.342 2.501
F -2.424 -1.374 3.589
F -0.771 -0.258 2.284
C -3.105 -0.874 1.222
F -4.238 0.083 0.933
F -3.796 -2.156 1.626
C -2.276 -1.027 -0.183
F -1.457 0.193 -0.535
F -3.324 -1.093 -1.270
C -1.422 -2.434 -0.325
F -0.762 -2.871 0.938
F -2.456 -3.497 -0.619
C -0.392 -2.465 -1.614
F -0.447 -3.884 -2.132
F -0.835 -1.619 -2.762
C 1.196 -2.226 -1.196
C 2.147 -3.555 -1.498
C 3.701 -3.389 -1.003
C 4.696 -2.313 -1.738
C 5.259 -1.565 -0.353
I 7.026 -0.282 -0.487
C 5.331 -2.878 0.678
N 3.922 -3.476 0.522
H 1.623 -1.369 -1.904
H 1.346 -1.851 -0.098
H 2.161 -3.667 -2.684
H 1.734 -4.540 -0.965
H 4.164 -4.440 -1.329
H 4.201 -1.638 -2.562
H 5.522 -3.035 -2.206
H 4.254 -1.054 0.023
H 6.027 -3.743 0.246
H 5.624 -2.679 1.799
H 4.037 -4.496 0.796
H 3.148 -2.961 1.015
Cl -3.082 8.761 -1.854
C -3.013 7.263 -0.997
C -2.502 7.163 0.302
Cl -1.907 8.532 1.172
C -2.464 5.919 0.941
C -2.936 4.779 0.287
C -3.449 4.879 -1.005
C -3.487 6.118 -1.647
H -2.067 5.832 1.949
H -2.903 3.814 0.787
H -3.820 3.992 -1.514
H -3.888 6.186 -2.655
*
```

Output
Energy (Eh): -3265.9784
Kohn-Sham gap (eV): 6.588


Density functional theory data (wB97M-V/def2-TZVPD) for C18H16Cl3N2O10P2RuS2 as an isolated structure at a distorted geometry.

Structure (ORCA input):
```
! wB97M-V def2-TZVPD RIJCOSX def2/J DEFGRID3
* xyz -2 2
Ru 0.383 -0.291 -0.097
C -1.390 0.322 2.679
C -1.569 -0.726 1.637
N -0.598 -1.567 1.405
N -0.923 -2.800 0.899
C -0.152 -3.236 -0.016
S 1.069 -2.292 -0.794
S -0.290 -4.930 -0.539
C -2.065 -5.022 -0.921
C -2.915 -5.444 0.245
C -2.788 -6.730 0.768
C -3.576 -7.147 1.828
C -4.507 -6.278 2.385
C -4.636 -4.995 1.873
C -3.844 -4.579 0.810
C -2.780 -0.758 0.810
C -4.063 -0.699 1.332
C -5.181 -0.686 0.510
C -4.992 -0.712 -0.871
C -3.727 -0.734 -1.423
C -2.561 -0.737 -0.613
O -1.400 -0.689 -1.168
H -0.431 0.196 3.177
H -2.210 0.227 3.401
H -1.455 1.312 2.233
H -2.140 -5.760 -1.722
H -2.376 -4.057 -1.325
H -2.048 -7.403 0.346
H -3.461 -8.149 2.226
H -5.120 -6.598 3.219
H -5.345 -4.301 2.304
H -3.934 -3.569 0.430
H -4.184 -0.684 2.411
H -6.179 -0.659 0.931
H -5.856 -0.703 -1.528
H -3.582 -0.721 -2.496
O 2.172 2.650 -2.608
P 2.491 1.313 -1.814
O 3.783 0.735 -2.257
O 1.240 0.454 -1.859
O 2.604 1.841 -0.279
P 3.002 0.862 0.961
O 3.717 -0.370 0.226
O 3.876 1.565 1.913
O 1.660 0.325 1.441
H 1.308 2.984 -2.275
H 4.149 -0.081 -0.605
Cl 0.459 3.460 2.340
C -0.628 3.892 1.013
Cl -0.330 5.569 0.542
Cl -2.325 3.759 1.538
C -0.389 2.876 -0.194
O -0.052 3.389 -1.253
O -0.643 1.694 0.130
*
```

Output
Energy (Eh): -4512.4360
Energy relative to the best compared isomer or geometry (same formula, charge and spin) (kcal/mol): 0.0
Kohn-Sham gap (alpha / beta) (eV): 6.825 / 6.809
⟨S²⟩: 0.758